Record 1
This record from OMol25 describes C54H58Cl3N7OS2Ti as an isolated structure at a distorted geometry. The level of theory is wB97M-V/def2-TZVPD.

Geometry as XYZ:
```
126
Properties=species:S:1:pos:R:3:forces:R:3
Ti 0.23581 0.04976 -0.54211 0.625 -1.265 -0.095
C -2.84173 -2.43010 -5.45644 -0.107 0.075 -0.010
C -3.59049 -1.56971 -4.43063 0.190 -0.116 0.024
C -2.86595 -1.51196 -3.12355 0.138 0.045 0.052
C -3.23019 -2.09740 -1.92168 0.081 0.146 0.131
C -4.41701 -2.95874 -1.62539 0.200 -0.104 -0.021
C -4.06498 -4.44915 -1.72163 -0.106 0.058 0.038
C -2.19017 -1.80802 -1.00570 -0.186 -0.270 -0.133
C -2.13370 -2.26648 0.32769 0.219 -0.138 0.040
C -0.94532 -2.35817 0.99941 -0.295 -0.121 -0.228
C -0.70421 -3.19530 2.15358 0.241 0.094 0.212
C -1.75944 -3.86099 2.97948 0.075 -0.151 -0.214
C -2.20337 -5.20796 2.39459 -0.027 0.089 0.101
C 0.64276 -3.29809 2.27876 -0.251 -0.094 -0.033
C 1.22305 -2.44333 1.26435 0.416 -0.122 -0.165
C 2.55957 -2.31217 1.02471 -0.297 -0.001 0.056
C 3.10946 -1.39420 0.12862 0.317 -0.065 0.009
N 2.40288 -0.43996 -0.55831 -0.404 0.356 0.226
C 3.34504 0.36877 -1.12654 0.320 0.043 0.073
C 3.05183 1.48059 -1.94005 -0.204 0.021 -0.102
C 1.84667 1.59622 -2.57031 0.506 -0.121 -0.233
N 0.86527 0.63860 -2.47000 -0.169 0.122 0.324
C -0.03978 0.92936 -3.45956 -0.286 -0.265 -0.335
C -1.11391 0.14065 -3.75620 0.235 0.269 0.128
C -1.63758 -0.84385 -2.89531 -0.349 -0.189 -0.113
N -1.19778 -1.08525 -1.61240 -0.001 0.180 0.057
C 0.33191 2.15592 -4.14192 0.146 0.135 0.158
C 1.48587 2.58274 -3.57415 -0.172 0.038 -0.106
C 2.30612 3.78519 -3.90818 0.138 -0.204 -0.072
C 3.46055 3.42159 -4.85452 -0.053 0.072 0.098
C -0.49170 2.84030 -5.18566 0.193 -0.143 -0.155
C -0.12694 2.41499 -6.61283 -0.065 0.053 0.061
C 4.65882 -0.09584 -0.83864 -0.065 -0.061 -0.069
C 4.50827 -1.22921 -0.06621 -0.220 0.014 -0.106
C 5.57107 -2.13823 0.46822 -0.027 0.189 0.159
C 6.09193 -1.70189 1.84435 -0.027 -0.150 -0.052
C 5.93919 0.49217 -1.34617 -0.075 0.064 0.191
C 6.55245 1.51685 -0.38350 -0.013 -0.042 -0.161
N 0.23379 -1.84507 0.51272 -0.003 0.349 0.078
C 1.40991 -4.14822 3.24454 -0.024 0.126 0.014
C 1.88481 -3.38199 4.48009 0.022 -0.017 -0.068
H -3.34962 -2.42796 -6.42548 0.028 -0.024 -0.013
H -2.76978 -3.46031 -5.10331 0.013 -0.012 -0.005
H -1.82596 -2.05727 -5.58992 0.009 -0.003 -0.037
H -4.58575 -1.99232 -4.27216 -0.050 0.097 -0.020
H -3.72506 -0.56070 -4.83561 -0.056 0.001 0.009
H -5.22965 -2.73136 -2.32015 -0.030 0.048 0.046
H -4.78448 -2.73937 -0.61870 -0.087 0.019 -0.029
H -3.71201 -4.69009 -2.72602 0.017 -0.011 -0.003
H -4.92458 -5.08727 -1.49493 0.009 -0.007 0.012
H -3.26111 -4.68214 -1.02169 0.015 -0.047 -0.021
H -3.03217 -2.68362 0.76394 0.044 -0.098 0.006
H -2.62486 -3.19827 3.06257 0.014 0.005 0.098
H -1.36621 -4.01984 3.98654 -0.068 0.066 0.032
H -2.68176 -5.06490 1.42507 0.026 -0.042 -0.028
H -2.91093 -5.70836 3.06092 -0.022 -0.024 -0.036
H -1.33959 -5.85975 2.25457 -0.012 -0.029 -0.026
H 3.24615 -2.91233 1.60771 -0.027 0.033 0.054
H 3.82687 2.21440 -2.11408 -0.026 0.011 -0.054
H -1.68203 0.36084 -4.65201 -0.044 0.071 0.033
H 2.70341 4.21160 -2.98567 -0.083 0.102 -0.010
H 1.67441 4.54563 -4.37021 -0.018 0.038 0.092
H 4.09547 2.66476 -4.39295 0.049 -0.023 -0.063
H 4.07550 4.29529 -5.08450 -0.007 -0.003 -0.014
H 3.07619 3.00772 -5.78862 0.028 0.003 -0.023
H -0.35704 3.91963 -5.08691 -0.065 0.000 0.048
H -1.54686 2.62416 -5.00333 -0.020 0.082 0.009
H 0.92057 2.63908 -6.81966 0.011 -0.022 -0.015
H -0.74017 2.94560 -7.34578 -0.003 -0.039 -0.031
H -0.27412 1.34164 -6.74539 0.016 -0.007 -0.024
H 6.40635 -2.17025 -0.23868 -0.005 -0.088 -0.009
H 5.17268 -3.15311 0.54536 0.051 -0.018 -0.068
H 6.65113 -0.77091 1.76556 -0.028 0.061 0.049
H 6.75396 -2.45966 2.27434 0.010 0.012 0.008
H 5.25656 -1.53644 2.52590 0.012 0.047 0.034
H 5.77025 0.96883 -2.31558 0.033 -0.058 -0.026
H 6.65978 -0.31725 -1.50483 0.009 0.025 -0.066
H 5.88457 2.36924 -0.25450 0.005 0.016 0.015
H 7.51523 1.87236 -0.76207 -0.008 0.069 0.044
H 6.70718 1.07101 0.59749 0.012 0.023 0.045
H 2.27822 -4.57292 2.73215 -0.040 -0.074 0.005
H 0.78032 -4.98613 3.55898 0.032 -0.034 -0.046
H 2.53617 -2.55793 4.19115 0.019 0.087 0.025
H 2.43205 -4.04451 5.15649 0.002 0.038 0.026
H 1.04048 -2.95008 5.01737 -0.012 0.013 0.027
C -2.61021 0.43706 2.91528 -0.297 -0.174 -0.120
C -2.03990 0.51268 1.52580 0.247 0.257 0.493
N -0.73554 0.44444 1.40105 0.312 0.029 0.266
N -0.19723 0.30490 2.67203 0.025 -0.414 0.575
C 0.98726 0.39907 3.19346 -0.495 0.286 -0.407
S 2.55562 0.82413 2.77919 0.182 0.081 -0.707
S 0.77887 0.10478 5.01297 0.046 0.027 0.212
C 0.96402 1.85291 5.54479 -0.160 -0.450 -0.065
C -0.36898 2.53336 5.60205 -0.016 0.067 0.027
C -0.77674 3.39068 4.58531 0.052 -0.002 0.034
C -2.03837 3.96968 4.61235 -0.096 0.050 0.002
C -2.91089 3.69522 5.65466 -0.027 0.010 -0.008
C -2.51006 2.84665 6.68009 0.006 -0.050 0.029
C -1.25089 2.27172 6.65055 0.046 0.051 -0.028
C -2.93444 0.78847 0.41460 0.060 0.143 -0.500
C -4.32394 0.63645 0.50369 -0.050 -0.057 0.078
C -5.16739 1.04492 -0.50726 -0.098 -0.015 -0.023
C -4.63066 1.64179 -1.64811 0.057 -0.021 0.031
C -3.26910 1.77186 -1.78278 0.140 0.110 -0.096
C -2.38861 1.31019 -0.78359 -0.676 -0.042 0.277
O -1.10888 1.38157 -0.96035 -0.102 0.415 -0.302
H -2.30764 1.31959 3.47995 0.022 -0.027 0.067
H -3.69453 0.37958 2.91004 -0.019 0.055 -0.028
H -2.18106 -0.42380 3.42929 -0.038 0.075 0.060
H 1.44594 1.81769 6.52206 -0.009 0.103 0.020
H 1.63261 2.31581 4.81975 0.100 0.009 0.089
H -0.10388 3.60210 3.76253 -0.008 -0.037 0.022
H -2.33935 4.62518 3.80398 0.017 -0.039 0.054
H -3.90471 4.12702 5.66354 0.018 0.032 0.006
H -3.18442 2.62313 7.49907 -0.014 0.007 -0.011
H -0.93951 1.59036 7.43466 -0.035 -0.009 0.018
H -4.75835 0.15395 1.36953 0.020 0.083 0.012
H -6.23924 0.91766 -0.41342 0.019 -0.053 0.030
H -5.28822 1.98541 -2.43882 0.023 0.012 -0.015
H -2.82680 2.20959 -2.66862 0.025 0.015 0.016
Cl -1.53567 4.29775 1.16084 0.170 -0.048 -0.185
C 0.17150 4.27805 0.86157 -0.470 0.666 0.422
Cl 0.29251 5.65183 -1.30106 0.062 0.011 -0.126
Cl 1.12369 5.26968 1.90167 0.036 -0.119 -0.086
C 0.67215 3.05816 0.45774 0.760 -0.605 -0.360
N 1.03853 2.03962 0.05302 -0.226 0.364 0.421
```
Forces are in eV/Å.

Values from the calculation:
Electronic energy: -5577.63201 hartree
LUMO (alpha / beta): 4.08 / 3.84 eV
HOMO (alpha / beta): -0.01241 / -0.06269 Ha
⟨S²⟩: 2.069
Relative energy (zero: lowest compared OMol25 entry of this formula, charge and spin): 1.254 eV
Frontier orbital gap (alpha / beta): 4.42 / 5.55 eV
Spin multiplicity: 3
Charge: -2

=====

Record 2
This record from OMol25 describes C54H58F4N5O2PTeW as an isolated structure at a distorted geometry. The level of theory is wB97M-V/def2-TZVPD.

Geometry as XYZ:
```
126
Properties=species:S:1:pos:R:3:forces:R:3
W 0.54124 -0.99621 -0.38282 1.349 0.894 -0.372
C 3.65769 -2.19659 -1.57712 0.002 0.003 -0.020
N 3.07640 -1.35225 -0.51841 -0.136 -0.044 0.049
C 3.71358 -1.72579 0.75204 0.006 0.027 0.063
C 3.39995 0.05795 -0.82606 -0.025 0.003 -0.042
C 2.78475 0.96990 0.22203 -0.006 -0.008 -0.008
N 1.54014 0.35712 0.64562 -0.167 -0.088 0.179
C 0.90875 0.76257 1.81751 -0.245 -0.322 0.241
C 0.23457 -0.28036 2.47950 -0.114 -0.216 0.026
F -1.19021 -0.64270 0.31633 -0.432 0.150 0.089
C -0.72412 0.05542 3.41532 0.040 0.242 0.017
F -1.51689 -0.91560 3.91625 -0.105 0.045 -0.032
C -0.90719 1.35092 3.86521 -0.024 -0.048 -0.030
C -0.12892 2.33853 3.30563 0.037 0.015 0.016
F -0.26039 3.60626 3.70524 -0.008 0.025 0.013
C 0.76071 2.06032 2.27796 0.050 0.004 -0.032
F 1.42892 3.06705 1.70627 0.029 0.078 -0.097
H 4.74134 -2.04600 -1.61604 0.002 -0.007 0.002
H 3.21689 -1.94619 -2.53545 0.003 0.005 0.005
H 3.46615 -3.24708 -1.36345 0.005 0.008 -0.014
H 4.77452 -1.44955 0.74444 -0.005 -0.011 0.000
H 3.65094 -2.80284 0.89040 -0.015 -0.047 0.047
H 3.21256 -1.23466 1.58174 -0.002 -0.008 0.024
H 2.99570 0.27933 -1.81108 0.024 0.009 -0.011
H 4.48607 0.19510 -0.87130 0.004 -0.021 0.031
H 2.62937 1.96724 -0.19482 -0.042 -0.011 -0.046
H 3.44183 1.07140 1.09187 0.001 0.036 -0.015
H -1.64308 1.58375 4.62132 0.005 -0.002 0.001
O -1.51089 -1.40427 -2.04634 -0.091 -0.399 -0.033
C -2.06689 -2.64953 -1.67482 -0.025 0.099 0.046
C -0.93726 -3.61194 -1.45856 -0.068 -0.081 0.134
C -0.98778 -4.89954 -1.96091 -0.008 0.026 0.051
C 0.04129 -5.78377 -1.68452 -0.004 -0.064 -0.027
C 1.09795 -5.35424 -0.90305 0.027 0.042 0.059
C 1.08810 -4.05068 -0.44780 -0.005 -0.107 0.022
N 0.10318 -3.19162 -0.71181 -0.090 0.031 -0.164
H -2.13352 -0.69232 -1.83439 0.070 0.185 0.015
H -2.74231 -3.03402 -2.44131 0.004 0.005 -0.018
H -2.62132 -2.55701 -0.73376 -0.021 -0.004 -0.013
H -1.82927 -5.19638 -2.57115 -0.001 0.003 0.004
H 0.01960 -6.79044 -2.08058 0.000 0.005 0.004
H 1.92740 -6.00184 -0.65606 -0.006 0.000 0.004
H 1.89716 -3.66501 0.15230 0.046 -0.017 0.046
N 0.52547 -1.59977 2.02999 0.111 0.028 -0.120
P 0.61382 -2.77163 3.13714 -0.174 -0.130 0.089
C -0.80022 -3.87917 3.00187 -0.040 0.030 -0.034
C -0.88426 -5.08529 3.70049 0.015 0.000 0.014
C -2.00666 -5.88532 3.57016 -0.015 0.004 -0.005
C -3.04784 -5.48938 2.73834 0.005 -0.009 0.003
C -2.96918 -4.29176 2.04379 0.009 0.010 0.014
C -1.84884 -3.48239 2.17524 0.014 -0.027 -0.007
C 0.70960 -2.10886 4.81149 0.082 0.018 0.073
C -0.06580 -2.63084 5.84187 0.072 -0.046 0.047
C 0.03975 -2.10974 7.12291 -0.004 -0.007 -0.020
C 0.90631 -1.05797 7.37819 0.019 0.024 0.001
C 1.66926 -0.51917 6.35052 -0.016 -0.007 0.029
C 1.56992 -1.03922 5.07142 0.027 -0.052 0.011
C 2.07250 -3.85571 3.02887 -0.014 -0.004 -0.020
C 1.99972 -5.12439 2.45723 -0.009 0.003 -0.140
C 3.12352 -5.93654 2.38417 0.018 0.001 0.024
C 4.33234 -5.49842 2.90310 -0.019 -0.013 0.012
C 4.40883 -4.25141 3.50950 0.000 -0.001 -0.004
C 3.28782 -3.44183 3.57848 0.048 0.077 -0.077
H -0.07340 -5.40117 4.34676 -0.010 -0.002 -0.006
H -2.07193 -6.81632 4.11717 0.001 -0.001 -0.001
H -3.92477 -6.11583 2.63928 0.003 0.002 0.000
H -3.78921 -3.97914 1.40975 0.000 0.000 0.002
H -1.78393 -2.53518 1.65298 0.006 0.014 -0.001
H -0.76746 -3.43105 5.65059 -0.006 0.016 0.000
H -0.56645 -2.52022 7.91924 0.000 0.001 -0.001
H 0.97986 -0.64847 8.37696 0.003 -0.001 -0.001
H 2.33145 0.31469 6.54160 -0.001 -0.001 0.002
H 2.14009 -0.58475 4.26954 0.012 -0.025 -0.001
H 1.05972 -5.49243 2.07046 -0.009 0.022 -0.056
H 3.04778 -6.92091 1.93969 -0.006 0.006 0.005
H 5.20635 -6.13469 2.85790 0.000 0.004 -0.010
H 5.34153 -3.91163 3.93969 -0.001 -0.003 0.003
H 3.37138 -2.48152 4.06709 -0.024 0.014 0.009
C 0.80573 0.36556 -4.05648 0.012 0.011 -0.009
C 0.70238 -0.06927 -2.63598 -0.157 -0.082 -0.073
O 1.10576 -1.32084 -2.29479 0.004 -0.014 -0.218
N 0.24597 0.58665 -1.64476 -0.041 -0.238 0.285
Te 0.06671 3.62460 -1.78263 0.099 0.054 0.064
C -0.31860 5.58467 -2.50794 -0.074 0.134 -0.072
C -1.39783 6.32666 -1.98967 -0.009 -0.089 0.032
C -2.32926 5.76123 -0.95124 0.007 0.030 0.017
C -1.61914 7.61926 -2.44233 0.013 -0.013 -0.051
C -0.79856 8.21285 -3.39538 -0.009 -0.001 0.007
C -1.07031 9.60722 -3.88796 0.000 0.018 0.000
C 0.25931 7.47179 -3.89001 -0.009 -0.004 -0.020
C 0.51412 6.16506 -3.47211 0.021 0.006 0.007
C 1.68758 5.47383 -4.12328 0.010 0.009 0.015
C -1.74911 2.74806 -2.41550 -0.111 -0.013 0.001
C -2.58263 2.14878 -1.45757 -0.003 -0.010 0.008
C -2.31461 2.22634 0.02270 -0.034 -0.029 -0.008
C -3.73289 1.48945 -1.88556 0.045 -0.030 0.027
C -4.09256 1.43034 -3.22767 0.011 -0.013 -0.046
C -5.36181 0.75220 -3.66556 -0.008 -0.015 -0.002
C -3.26308 2.04786 -4.15046 -0.004 -0.052 -0.015
C -2.09409 2.70597 -3.77114 0.018 0.012 0.014
C -1.27074 3.35873 -4.84891 -0.006 0.003 -0.021
H 1.19200 -0.43773 -4.68069 0.004 -0.004 0.009
H 1.45882 1.23782 -4.12225 -0.007 0.002 -0.010
H -0.17953 0.67082 -4.41132 0.003 -0.013 0.009
H -1.78100 5.47961 -0.04954 0.006 0.000 -0.006
H -2.83553 4.86564 -1.31646 -0.004 0.036 -0.011
H -3.08930 6.49288 -0.67879 0.016 0.003 0.003
H -2.45286 8.18237 -2.03621 0.006 -0.007 0.003
H -1.51478 10.22248 -3.10588 0.003 -0.002 0.002
H -1.76717 9.59212 -4.72883 -0.001 -0.009 0.003
H -0.15563 10.09240 -4.22742 0.000 -0.004 0.000
H 0.91616 7.91602 -4.63176 -0.001 -0.003 0.007
H 1.49241 5.32540 -5.18815 0.000 0.002 0.000
H 1.90478 4.50409 -3.68360 0.004 0.006 -0.002
H 2.58239 6.09311 -4.04315 -0.003 -0.004 0.000
H -1.29264 1.95000 0.26692 0.051 -0.053 -0.007
H -2.98543 1.56081 0.56644 -0.004 0.007 0.001
H -2.47308 3.24451 0.38656 0.024 -0.012 -0.016
H -4.38206 1.03534 -1.14248 -0.007 0.009 0.010
H -5.74704 0.09064 -2.88970 -0.003 -0.002 0.006
H -5.20486 0.16561 -4.57146 -0.004 0.003 -0.003
H -6.13770 1.48815 -3.88545 0.003 -0.001 0.003
H -3.52471 2.01716 -5.20363 -0.003 0.001 0.005
H -1.37809 2.82015 -5.79129 -0.022 0.018 -0.009
H -0.21451 3.39778 -4.58349 -0.007 -0.032 -0.012
H -1.59669 4.38879 -5.01293 0.016 0.004 0.028
```
Forces are in eV/Å.

Values from the calculation:
Electronic energy: -3592.58832 hartree
LUMO (alpha / beta): -2.70 / -2.81 eV
HOMO (alpha / beta): -0.32512 / -0.32512 Ha
⟨S²⟩: 0.759
Relative energy (zero: lowest compared OMol25 entry of this formula, charge and spin): 0.000 eV
Frontier orbital gap (alpha / beta): 6.15 / 6.03 eV
Spin multiplicity: 2
Charge: +1